(1)
The following is a DFT calculation (the ωB97M-V functional and the def2-TZVPD basis) of an isolated ion of composition C3H5N4O4S and charge +1.

Last column: Löwdin charge in e.
Atoms and positions in Å:
C: 2.218 -0.907 -0.818  0.03
S: 0.597 -1.685 -0.970  0.68
O: -0.046 -1.451 -2.202  -0.21
O: 0.667 -2.881 -0.257  -0.22
N: -0.031 -0.518 0.269  -0.05
N: 0.611 0.633 0.012  0.14
C: 0.061 1.621 0.599  -0.19
N: 0.655 2.888 0.481  -0.34
O: 1.629 2.822 -0.198  0.18
O: 0.114 3.847 0.957  0.18
N: -1.166 1.279 1.073  0.23
C: -1.233 -0.117 0.986  -0.06
H: 2.721 -0.537 -1.662  0.04
H: 2.901 -1.403 -0.076  0.09
H: -1.696 1.889 1.642  0.18
H: -1.955 -0.411 0.246  0.17
H: -1.392 -0.457 1.941  0.14

Results
Total charge: +1
Lowest unoccupied orbital energy (spin up / spin down): -5.78 / -7.62 eV
Calculated total energy: -1034.8864 a.u.
Frontier orbital gap (spin up / spin down): 9.01 / 6.43 eV
Highest occupied orbital energy (spin up / spin down): -14.79 / -14.05 eV
F_max: 0.0755 Eh/bohr

=====

(2)
The following is a DFT calculation (the ωB97M-V functional and the def2-TZVPD basis) of C51H39Cl3NO4P2Pt as an isolated structure.

Last column: Löwdin charge in e.
Atoms and positions in Å:
Pt: -0.249 0.038 0.473  0.80
O: -3.430 0.299 1.591  -0.05
C: -4.231 0.980 0.726  -0.24
C: -5.612 1.096 0.864  -0.02
C: -6.325 1.824 -0.074  -0.08
C: -5.674 2.411 -1.149  -0.08
C: -4.313 2.211 -1.311  -0.09
C: -3.565 1.477 -0.391  -0.22
P: -1.804 1.010 -0.808  0.94
C: -2.238 -0.147 -2.167  -0.33
C: -2.201 -1.509 -1.893  -0.09
C: -2.592 -2.432 -2.851  -0.08
C: -3.016 -2.005 -4.100  -0.10
C: -3.048 -0.647 -4.385  -0.09
C: -2.670 0.275 -3.421  -0.09
C: -1.311 2.569 -1.638  -0.38
C: -1.639 3.778 -1.031  -0.13
C: -1.146 4.977 -1.525  -0.10
C: -0.312 4.976 -2.630  -0.10
C: 0.021 3.775 -3.244  -0.07
C: -0.471 2.577 -2.752  -0.11
C: -3.528 0.195 2.943  -0.25
C: -4.546 0.713 3.738  -0.01
C: -4.562 0.395 5.088  -0.08
C: -3.586 -0.425 5.636  -0.09
C: -2.539 -0.856 4.838  -0.07
C: -2.468 -0.517 3.491  -0.25
P: -0.932 -0.879 2.509  0.97
C: -1.114 -2.708 2.500  -0.32
C: -2.344 -3.149 2.006  -0.10
C: -2.621 -4.498 1.875  -0.09
C: -1.669 -5.438 2.243  -0.10
C: -0.438 -5.012 2.716  -0.08
C: -0.156 -3.658 2.831  -0.09
C: 0.247 -0.355 3.814  -0.35
C: 0.543 1.007 3.812  -0.10
C: 1.442 1.535 4.721  -0.07
C: 2.075 0.706 5.638  -0.09
C: 1.784 -0.648 5.651  -0.09
C: 0.869 -1.174 4.746  -0.09
H: -6.126 0.591 1.667  0.11
H: -7.397 1.923 0.038  0.10
H: -6.224 2.995 -1.875  0.10
H: -3.824 2.617 -2.184  0.10
H: -1.817 -1.846 -0.936  0.08
H: -2.544 -3.489 -2.622  0.10
H: -3.306 -2.727 -4.853  0.09
H: -3.360 -0.303 -5.363  0.10
H: -2.696 1.329 -3.665  0.09
H: -2.270 3.789 -0.150  0.11
H: -1.404 5.906 -1.033  0.10
H: 0.089 5.908 -3.008  0.10
H: 0.691 3.762 -4.094  0.11
H: -0.184 1.640 -3.206  0.10
H: -5.302 1.362 3.330  0.10
H: -5.357 0.787 5.708  0.10
H: -3.621 -0.699 6.681  0.10
H: -1.739 -1.436 5.277  0.11
H: -3.095 -2.424 1.712  0.10
H: -3.579 -4.813 1.483  0.10
H: -1.879 -6.495 2.143  0.10
H: 0.324 -5.736 2.977  0.10
H: 0.836 -3.353 3.121  0.08
H: 0.095 1.646 3.058  0.09
H: 1.673 2.592 4.690  0.10
H: 2.798 1.115 6.333  0.10
H: 2.270 -1.305 6.362  0.10
H: 0.640 -2.229 4.794  0.09
C: 4.394 -3.884 2.002  -0.05
C: 4.991 -3.585 0.650  -0.17
C: 5.579 -4.659 -0.024  -0.09
C: 6.148 -4.527 -1.271  -0.68
Cl: 6.871 -5.923 -2.044  0.61
C: 6.148 -3.304 -1.916  -0.11
C: 5.575 -2.229 -1.274  0.01
C: 5.000 -2.342 -0.003  -0.20
O: 4.522 -1.144 0.423  -0.01
C: 3.833 -0.888 1.640  -0.07
C: 2.327 -1.033 1.385  -0.62
O: 1.698 0.074 1.329  -0.23
O: 1.848 -2.154 1.231  0.01
H: 4.384 -4.963 2.152  0.07
H: 3.371 -3.514 2.062  0.06
H: 4.980 -3.450 2.815  0.08
H: 5.577 -5.631 0.452  0.10
H: 6.579 -3.197 -2.901  0.10
H: 5.533 -1.256 -1.743  0.11
H: 4.067 0.147 1.888  0.13
H: 4.160 -1.535 2.451  0.10
Cl: 1.459 2.914 0.213  0.68
C: 2.316 1.976 -1.004  -0.58
C: 3.538 2.484 -1.402  -0.16
C: 4.294 1.851 -2.377  -0.14
C: 3.779 0.684 -2.941  -0.17
C: 2.566 0.186 -2.529  -0.61
Cl: 2.003 -1.293 -3.272  0.63
C: 1.732 0.787 -1.528  -0.53
N: 0.538 0.259 -1.295  -0.24
H: 3.888 3.397 -0.939  0.09
H: 5.245 2.253 -2.692  0.08
H: 4.327 0.141 -3.701  0.09

Results
Total charge: -1
Lowest unoccupied orbital energy: 2.25 eV
Calculated total energy: -4505.2508 a.u.
Frontier orbital gap: 5.53 eV
Highest occupied orbital energy: -3.28 eV
F_max: 0.0252 Eh/bohr

=====

(3)
The following is a DFT calculation (the ωB97M-V functional and the def2-TZVPD basis) of a 2-piece molecular cluster, C4H7N2P overall.

Last column: Löwdin charge in e.
Atoms and positions in Å:
C: -2.324 -0.374 -0.275  -0.11
C: -2.457 1.046 0.070  -0.09
C: -0.947 -0.584 -0.338  -0.26
C: -1.108 1.455 0.176  -0.30
N: -0.270 0.526 -0.104  -0.12
N: 2.965 -0.485 0.313  -0.33
P: 2.291 0.873 -0.335  0.91
H: -2.873 -1.136 -0.637  0.04
H: -3.373 1.653 0.362  0.09
H: -0.483 -1.465 -0.612  0.06
H: -0.640 2.356 0.394  0.06
H: 3.436 -0.247 1.213  0.04
H: 2.577 -1.435 0.185  0.07
H: 2.125 0.348 -1.790  -0.06

Results
Lowest unoccupied orbital energy: -1.19 eV
Calculated total energy: -607.3575 a.u.
Frontier orbital gap: 5.89 eV
Highest occupied orbital energy: -7.08 eV
F_max: 0.1012 Eh/bohr

=====

(4)
The following is a DFT calculation (the ωB97M-V functional and the def2-TZVPD basis) of one molecule with the formula C3H4N2O2S.

Last column: Löwdin charge in e.
Atoms and positions in Å:
O: 2.719 0.517 -0.464  -0.05
C: 2.063 -0.214 0.422  -0.24
N: 1.194 -1.202 -0.024  0.11
C: -0.044 -1.131 -0.378  -0.20
N: -1.010 -0.058 -0.259  -0.45
S: -2.692 -0.466 -0.128  0.76
C: -0.458 1.325 -0.288  -0.27
O: -0.974 2.401 0.042  0.03
H: 2.325 -0.365 1.410  0.10
H: -0.519 -2.134 -0.691  0.13
H: -3.067 -0.146 1.258  -0.06
H: 0.462 1.473 -0.901  0.13

Results
Lowest unoccupied orbital energy: -0.16 eV
Calculated total energy: -774.8026 a.u.
Frontier orbital gap: 10.08 eV
Highest occupied orbital energy: -10.24 eV
F_max: 0.1600 Eh/bohr

=====

(5)
The following is a DFT calculation (the ωB97M-V functional and the def2-TZVPD basis) of C33H42CoN4OS2SiTe as an isolated structure.

Last column: Mulliken spin population.
Atoms and positions in Å:
Co: 11.458 19.039 7.952  2.58
C: 16.326 16.001 4.406  0.00
C: 15.516 17.257 4.718  0.00
N: 14.830 17.291 5.998  0.02
C: 15.390 16.648 7.217  0.01
C: 16.042 17.570 8.199  0.00
C: 13.816 18.139 6.277  0.00
C: 13.262 19.132 5.231  0.03
N: 13.134 18.125 7.426  -0.04
H: 17.092 15.809 5.169  0.00
H: 16.870 16.117 3.418  0.00
H: 15.843 15.056 4.319  0.00
H: 14.751 17.508 3.974  0.00
H: 16.207 18.082 4.866  0.00
H: 16.159 15.963 6.751  0.00
H: 14.593 16.028 7.652  -0.01
H: 16.479 18.387 7.621  0.00
H: 16.744 17.092 8.929  0.00
H: 15.231 18.010 8.798  0.00
H: 13.981 19.223 4.414  0.00
H: 12.971 20.059 5.695  -0.01
H: 12.284 18.739 4.822  0.00
H: 13.443 17.514 8.207  0.02
Te: 12.844 21.110 8.074  0.13
C: 12.165 23.114 8.013  -0.01
C: 12.101 23.832 9.218  0.02
C: 12.304 25.224 9.007  0.00
C: 12.412 25.527 7.672  0.01
S: 12.309 24.219 6.631  0.00
H: 11.890 23.407 10.246  0.00
H: 12.349 25.940 9.823  0.00
H: 12.799 26.490 7.274  0.00
C: 6.699 16.282 4.989  0.00
C: 6.080 17.097 5.926  0.00
C: 6.836 17.942 6.734  -0.01
C: 8.216 18.084 6.614  0.03
C: 8.850 17.318 5.584  0.01
C: 8.136 16.376 4.890  0.02
Si: 9.225 19.245 7.739  0.02
C: 8.488 20.871 7.151  0.00
C: 8.364 21.868 8.102  0.01
C: 7.846 23.124 7.761  0.00
C: 7.789 23.512 6.415  0.00
C: 8.060 22.556 5.432  0.00
C: 8.337 21.218 5.773  0.00
H: 6.145 15.581 4.416  0.00
H: 5.033 16.995 6.169  0.00
H: 6.456 18.512 7.576  0.00
H: 9.950 17.345 5.321  0.01
H: 8.668 15.836 4.121  0.00
H: 8.523 19.131 9.038  0.01
H: 8.514 21.718 9.154  0.00
H: 7.643 23.829 8.544  0.00
H: 7.506 24.535 6.109  0.00
H: 7.917 22.822 4.349  0.00
H: 8.258 20.406 4.979  0.00
C: 10.740 13.531 4.777  0.00
C: 11.251 14.797 5.555  0.01
C: 10.711 14.777 6.969  -0.01
N: 11.156 15.917 7.765  -0.03
C: 11.096 16.087 9.071  -0.01
S: 11.322 17.760 9.702  0.08
N: 10.837 15.110 10.028  0.02
C: 11.266 13.688 10.010  0.00
O: 10.556 12.822 10.408  0.00
C: 12.689 13.519 9.426  0.00
C: 13.758 14.170 9.992  0.00
C: 15.120 13.833 9.635  0.00
C: 15.401 13.131 8.485  0.00
C: 14.316 12.593 7.762  0.00
C: 13.009 12.676 8.303  0.00
H: 10.573 13.840 3.725  0.00
H: 9.737 13.193 5.241  0.00
H: 11.492 12.740 4.902  0.00
H: 10.975 15.748 5.122  0.00
H: 12.320 14.691 5.552  0.00
H: 11.011 13.850 7.474  0.00
H: 9.646 14.730 6.903  0.00
H: 11.057 16.828 7.237  0.08
H: 10.343 15.376 10.882  0.00
H: 13.514 14.945 10.738  0.00
H: 15.942 14.303 10.229  0.00
H: 16.441 12.941 8.259  0.00
H: 14.503 12.011 6.863  0.00
H: 12.316 11.931 7.918  0.00

Results
Lowest unoccupied orbital energy (spin up / spin down): -0.47 / -0.56 eV
Calculated total energy: -4313.4544 a.u.
Frontier orbital gap (spin up / spin down): 5.59 / 6.22 eV
Expectation value of S²: 3.775
Highest occupied orbital energy (spin up / spin down): -6.05 / -6.78 eV
Spin multiplicity: 4
F_max: 0.0720 Eh/bohr

=====

(6)
The following is a DFT calculation (the ωB97M-V functional and the def2-TZVPD basis) of one molecule with the formula C4H12N2S.

Last column: Löwdin charge in e.
Atoms and positions in Å:
C: 3.321 0.051 0.566  -0.26
C: 2.249 -0.173 -0.419  -0.58
S: 0.670 0.422 0.433  0.73
C: -0.946 0.660 -0.809  -0.36
N: -2.082 -0.064 -0.387  -0.32
C: -2.882 0.535 0.753  -0.05
N: -1.868 -1.492 -0.213  -0.01
H: 4.381 -0.327 0.173  0.11
H: 3.432 1.232 0.757  0.11
H: 3.224 -0.410 1.562  0.06
H: 2.197 -1.137 -0.750  0.03
H: 2.372 0.558 -1.244  0.07
H: -1.118 1.767 -0.670  0.08
H: -0.437 0.431 -1.669  0.03
H: -2.721 0.062 1.661  0.04
H: -2.684 1.551 0.745  0.04
H: -3.981 0.224 0.458  0.12
H: -0.974 -1.802 0.144  0.03
H: -2.153 -2.087 -1.092  0.12

Results
Lowest unoccupied orbital energy: 1.04 eV
Calculated total energy: -667.1884 a.u.
Frontier orbital gap: 9.40 eV
Highest occupied orbital energy: -8.36 eV
F_max: 0.1046 Eh/bohr

=====

In the order shown, the computed energy above the lowest of the compared OMol25 structures with the same formula, charge and spin values come out to 81.9, 4.6, 63.9, 77.9, 78.1, 66.8 kcal per mole.
In the order shown, the computed molecular weight values come out to 193.2, 1093.3, 114.1, 132.1, 789.5, 120.2 g/mol.